[1]
Molecular formula: C3H7FN4
Method: DFT, ωB97M-V/def2-TZVPD

## Properties
HOMO in eV: -10.723
Charge: 0
Structure (SMILES): CCc1nn[nH]n1.F

Last columns: bonded neighbours and bond lengths (Å).
Element x y z (Å)
1 C -1.93 -0.12 -0.51  C2 1.559, H8 1.129, H9 1.121, H10 1.081
2 C -1.22 0.74 0.58  C1 1.559, C3 1.481, H11 1.069, H12 1.146
3 C 0.23 0.75 0.29  C2 1.481, N4 1.348, N7 1.368
4 N 0.99 1.87 0.26  C3 1.348, N5 1.275
5 N 2.19 1.50 0.08  N4 1.275, N6 1.299
6 N 2.27 0.21 -0.10  N5 1.299, N7 1.309, H13 0.977
7 N 1.08 -0.31 0.13  C3 1.368, N6 1.309
8 H -3.05 -0.03 -0.63  C1 1.129
9 H -1.58 -1.17 -0.69  C1 1.121
10 H -1.57 0.35 -1.42  C1 1.081
11 H -1.46 0.41 1.57  C2 1.069
12 H -1.46 1.85 0.72  C2 1.146
13 H 3.13 -0.24 -0.17  N6 0.977
14 F 1.07 -3.29 -0.32  H15 0.964
15 H 1.30 -2.52 0.21  F14 0.964

***

[2]
Molecular formula: C3H7FNO2
Method: DFT, ωB97M-V/def2-TZVPD

## Properties
HOMO in eV: -3.793
Charge: -1

Last columns: bonded neighbours and bond lengths (Å).
Element x y z (Å)
1 C 1.26 -0.27 0.05  C2 1.634, H7 1.194, H8 1.169, H9 1.192
2 C 0.20 0.97 0.13  C1 1.634, N3 1.505, H10 1.188, H11 1.193
3 N -1.21 0.67 -0.29  C2 1.505, C4 1.509, H12 1.041
4 C -1.83 -0.49 0.45  N3 1.509, O5 1.336, O6 1.494
5 O -2.01 -0.47 1.77  C4 1.336
6 O -2.22 -1.68 -0.36  C4 1.494, H13 1.020
7 H 1.93 -0.21 -0.94  C1 1.194
8 H 0.79 -1.34 0.06  C1 1.169
9 H 1.95 -0.20 1.02  C1 1.192
10 H 0.23 1.41 1.23  C2 1.188
11 H 0.61 1.85 -0.56  C2 1.193
12 H -1.35 0.63 -1.32  N3 1.041
13 H -1.35 -2.15 -0.61  O6 1.020
14 F 2.98 1.31 -0.64  no bonds

***

no.,calculated total energy (eV),gap between HOMO and LUMO (eV),molar mass (g/mol)
1,-11900.705,11.54,118.11
2,-11525.532,7.02,108.09